Entry 1:
ORCA calculation (ωB97M-V/def2-TZVPD) on a molecular structure, C61H61Br2CaN4O5P2S in a non-equilibrium geometry.

CARTESIAN COORDINATES (ANGSTROEM)
Br: 1.398170 -0.554882 -1.847698
Br: -2.214987 7.919860 -4.561547
Ca: 0.333735 1.266601 0.251905
S: -1.814185 -7.375801 -3.089610
P: -0.467135 -2.886378 -0.332970
P: -1.799709 -1.574548 -2.330406
O: 2.007873 2.000212 -0.586350
O: -0.405171 3.335109 0.174786
O: -1.061155 2.169174 3.993224
O: -0.852303 1.961888 -1.488578
O: 1.396257 0.883594 4.409494
N: 2.502629 -0.132567 1.308493
N: -1.006062 -3.092913 -1.981434
N: 0.262386 1.125202 2.402708
N: -1.965884 0.739750 0.935113
C: -0.917004 -6.658943 1.355542
C: 2.091115 -3.882251 -1.305792
C: -4.858106 -2.606012 -4.939675
C: 3.855959 0.184839 -3.121858
C: 6.061474 0.680124 -4.339424
C: -4.046355 1.582364 0.125436
C: -0.772885 3.095493 -0.983969
C: -1.795160 6.441335 -3.426761
C: -2.575778 5.301652 -3.495624
C: -3.394860 -2.151368 -3.078442
C: 3.795034 1.069181 2.920407
C: -2.108754 -6.519418 2.045791
C: -5.640090 -2.955579 -2.705337
C: -0.864296 1.669075 2.896536
C: 3.634418 -0.485900 0.718959
C: -1.984126 1.662560 1.886408
C: 3.130660 -3.686763 1.266994
C: -0.431825 -5.614937 0.590050
C: 4.095913 2.565283 -1.641215
C: -4.048989 2.571627 1.095669
C: -0.716354 6.536956 -2.567113
C: -3.011471 2.597284 2.005538
C: -0.040984 0.492869 -6.049530
C: 3.928402 -4.140923 0.227168
C: -2.982067 0.698965 0.091632
C: -0.061198 -1.450192 -4.640094
C: -0.415593 5.453688 -1.761288
C: -2.239884 4.214700 -2.708372
C: -2.831040 -5.343356 1.937411
C: 2.908061 0.575986 -2.202121
C: 2.582814 0.611142 2.404384
C: -1.026733 1.072249 -5.266092
C: 4.952297 1.003776 -3.347187
C: 4.312680 5.042258 -1.855371
C: -1.078311 -0.898888 -3.877690
C: -1.657469 -6.043347 -4.325938
C: -1.159710 4.283743 -1.840871
C: -5.862188 -2.996036 -4.072113
C: 4.971076 0.708904 2.290213
C: -3.632002 -2.197358 -4.448580
C: 4.376593 3.859514 -0.875136
C: 4.889584 -0.114496 1.176291
C: 5.024453 2.171953 -2.589074
C: -1.502780 -4.370991 -2.460424
C: 2.939337 1.753263 -1.415414
C: 1.284291 -3.444905 -0.265908
C: -0.962699 -4.780613 -3.829842
C: 1.817276 -3.342622 1.018459
C: 5.784923 3.789238 -0.255511
C: 1.329173 0.909738 3.188612
C: 6.213441 1.827840 -5.347392
C: 7.385353 0.502692 -3.581348
C: -0.076750 -7.867778 -2.894869
C: -4.419590 -2.528152 -2.213718
C: 5.777182 -0.603006 -5.122410
C: 0.434692 -0.767682 -5.736546
C: 3.401003 4.137006 0.270932
C: 3.406041 -4.243477 -1.052968
C: -1.126553 -4.409636 0.507486
C: -2.340135 -4.296654 1.176282
C: -1.546988 0.375493 -4.191841
H: -1.149854 -6.466861 -5.194431
H: 4.036233 -4.598010 -1.859201
H: 0.406829 5.506447 -1.064851
H: 8.195573 0.273255 -4.272481
H: 6.573349 -0.783016 -5.843115
H: -2.467654 -7.325212 2.669504
H: 5.053141 4.935311 -2.645466
H: 7.645183 1.408351 -3.041202
H: -1.232718 -5.143209 -1.736585
H: 5.883275 2.878748 0.332263
H: 0.454514 -7.157501 -2.268693
H: 6.991835 1.595717 -6.073248
H: 3.547780 -1.124607 -0.149637
H: 3.536806 -3.599295 2.265321
H: 6.565485 3.793244 -1.013372
H: 7.301542 -0.306642 -2.859842
H: -4.253803 -2.482646 -1.144538
H: 5.279422 1.991301 -5.879044
H: -2.857291 -1.895926 -5.136106
H: -2.598756 -4.365976 -2.526571
H: -1.371008 2.073336 -5.494016
H: 5.876781 2.817317 -2.746119
H: -2.886036 -3.364774 1.114732
H: 0.115765 -4.934154 -3.772535
H: -6.817641 -3.320749 -4.458454
H: 0.367175 -2.394272 -4.347294
H: 3.712367 -0.757041 -3.625584
H: 2.376228 4.195579 -0.083717
H: -6.420486 -3.267573 -2.026899
H: -0.352515 -7.578453 1.428169
H: -0.088619 -8.841795 -2.417355
H: -0.122935 7.439120 -2.525855
H: -3.766364 -5.237223 2.468263
H: 5.722982 -1.460361 -4.457634
H: -2.689280 -5.821218 -4.599417
H: -3.429534 5.260661 -4.155475
H: 0.372334 1.030018 -6.893367
H: 1.698545 -3.920627 -2.312767
H: -1.157313 -3.982421 -4.548689
H: -5.026760 -2.632884 -6.006824
H: 0.383687 -7.940540 -3.875392
H: -2.937751 -0.074042 -0.665738
H: -2.815963 3.303412 -2.756605
H: 3.664429 5.082712 0.748719
H: -4.844308 1.505339 -0.598090
H: 0.509352 -5.732208 0.070917
H: 1.185044 -2.984579 1.821605
H: 5.780505 -0.460833 0.670843
H: -2.962673 3.328698 2.795864
H: 3.780996 1.703103 3.794805
H: 5.946357 4.645225 0.398889
H: 4.500205 5.979052 -1.330794
H: -4.847491 3.299719 1.138750
H: 3.328984 5.094200 -2.317818
H: 4.840125 -0.525616 -5.666682
H: 4.963634 -4.393840 0.411730
H: 3.449965 3.344089 1.014667
H: 6.483948 2.752329 -4.846770
H: -2.305262 0.818819 -3.559496
H: 5.931703 1.042159 2.665897
H: 1.211414 -1.209804 -6.343600

Atoms 1-3, force components in eV/Å:
Br 0.6 0.1 -0.4
Br 0.0 -0.1 0.1
Ca -0.2 -2.6 -0.3

Output
E_HOMO = -0.177 hartree
Lowest unoccupied orbital energy = 0.073 Ha
Charge = -1
ΔE to the lowest compared entry with this formula, charge and spin = 21.88 kcal/mol
Frontier orbital gap = 6.80 eV
Strongest force on any atom = 2.586 eV Å⁻¹
Energy = -9863.15305 a.u.

***

Entry 2:
ORCA calculation (ωB97M-V/def2-TZVPD) on 7 unconnected molecules or ions with the total composition C21H51O16P3 in a non-equilibrium geometry.

CARTESIAN COORDINATES (ANGSTROEM)
P: -15.687805 99.091487 86.051374
P: -5.769755 103.659162 90.659202
P: -11.556077 99.299928 87.793665
O: -14.207795 99.400495 86.519935
O: -11.312582 100.104091 86.402177
O: -16.327943 100.456794 85.363615
O: -6.634751 97.007899 84.119274
O: -11.962431 97.629889 87.709200
O: -12.142216 99.991215 88.918169
O: -6.335656 104.714730 91.576970
O: -6.651887 102.382171 90.301180
O: -5.640286 104.329461 89.235273
O: -11.983978 94.432938 90.657139
O: -16.467957 98.575619 87.303770
O: -10.062906 99.033144 87.957641
O: -4.304896 103.316655 91.050050
O: -15.440524 97.930289 84.958277
O: -7.891790 105.059875 85.228376
O: -13.818135 99.049884 81.542551
C: -12.616671 99.317412 81.991267
C: -14.838959 96.706712 85.304389
C: -13.171669 94.274587 91.029252
C: -16.767900 99.500186 88.452514
C: -7.483176 99.001446 85.097143
C: -9.250915 99.806045 88.779468
C: -13.441931 93.390187 92.216952
C: -12.334107 99.345865 83.428042
C: -11.415198 96.785263 88.616751
C: -6.034429 101.121784 90.049633
C: -9.011019 96.843056 84.505055
C: -11.856113 101.435930 86.229921
C: -16.247743 100.524904 83.936429
C: -7.898492 103.835494 85.439759
C: -11.659752 99.795250 80.945820
C: -5.020407 105.586533 88.986999
C: -7.673835 102.669109 84.511548
C: -3.911542 103.623244 92.390576
C: -7.692855 97.568760 84.541852
C: -14.206990 94.989432 90.216798
C: -7.642928 103.416684 86.847462
H: -16.995243 100.556059 88.096545
H: -6.148089 100.781208 89.005279
H: -14.099006 96.886003 86.099255
H: -12.784537 98.322830 83.941170
H: -8.256630 99.502087 88.688633
H: -9.669049 97.257958 83.760983
H: -11.613293 101.753630 85.307617
H: -14.213512 96.307780 84.434387
H: -8.057994 102.331745 87.020906
H: -12.100916 99.804016 79.951460
H: -3.740079 102.725724 92.937509
H: -6.963164 100.301809 90.445443
H: -14.099856 93.833701 92.647009
H: -8.115314 104.145899 87.472045
H: -5.356630 106.244502 89.575023
H: -11.706447 96.942246 89.668559
H: -9.525130 96.907270 85.524578
H: -3.962373 105.445638 89.114272
H: -10.188413 96.806357 88.489788
H: -17.690163 99.247663 89.022447
H: -15.483857 96.036733 85.768109
H: -12.640641 93.286625 92.906264
H: -14.988952 94.300044 90.055232
H: -13.876108 92.540561 91.809042
H: -9.249346 99.225753 89.818776
H: -7.315942 99.759516 84.275951
H: -6.715339 103.461487 87.036632
H: -2.966128 104.326602 92.413400
H: -15.527833 99.888784 83.712415
H: -13.869446 95.724506 89.477183
H: -5.220953 100.873892 90.677540
H: -12.882617 100.437169 83.919009
H: -11.823795 95.702693 88.417832
H: -10.674080 99.128319 80.981676
H: -8.447955 99.157345 85.467789
H: -9.628647 100.794529 88.976634
H: -5.297080 106.067214 87.911055
H: -8.574389 102.133152 84.335916
H: -6.939890 102.098878 84.580787
H: -7.395718 103.094662 83.407238
H: -14.660342 95.738032 90.713135
H: -11.059259 100.820858 80.780597
H: -11.314054 102.027319 86.833576
H: -16.364929 101.544623 83.649288
H: -12.927609 101.459251 86.303906
H: -8.883901 95.814361 84.439989
H: -15.783222 99.394080 88.941595
H: -11.331250 98.952386 83.750357
H: -6.995565 98.876630 85.970722
H: -4.587267 104.286895 92.930686
H: -16.982755 100.007289 83.345784

Atoms 1-3, force components in eV/Å:
P 7.7 2.0 1.0
P -2.5 4.6 0.2
P -0.7 -2.0 -1.1

Output
E_HOMO = -0.350 hartree
Lowest unoccupied orbital energy = 0.014 Ha
Charge = 0
ΔE to the lowest compared entry with this formula, charge and spin = 71.87 kcal/mol
Frontier orbital gap = 9.91 eV
Strongest force on any atom = 11.304 eV Å⁻¹
Energy = -3058.38217 a.u.

***

Entry 3:
ORCA calculation (ωB97M-V/def2-TZVPD) on a molecular structure, C16H13AsCoN2O10S.

CARTESIAN COORDINATES (ANGSTROEM)
As: -1.765873 -0.899219 0.962205
Co: 1.423078 0.135351 0.732730
S: -0.229503 0.460024 -2.345403
O: 4.680193 -1.418470 2.501049
O: 3.043206 0.006079 1.910494
O: -0.201371 -0.802051 1.498202
O: -1.762858 -2.615785 0.352273
O: -2.937847 -0.763133 2.089294
O: 0.556890 0.472010 -1.108541
O: 0.019908 -0.728000 -3.154575
O: -1.307936 1.936039 1.013638
O: 3.116534 2.856441 1.514957
O: -0.136448 1.710431 -3.078286
N: 2.056747 -1.650399 0.171442
N: 0.992409 1.963769 1.295799
C: -4.170225 0.628396 -2.839764
C: -0.267985 2.478657 1.344617
C: 3.686735 -1.088243 1.853826
C: 1.205469 4.263914 1.929659
C: 3.124832 -2.089455 0.840435
C: 1.931521 -3.723871 -0.969051
C: -2.795615 0.710822 -2.935970
C: 3.651430 -3.357533 0.644365
C: -0.260077 3.907313 1.898551
C: 3.040810 -4.189369 -0.276930
C: -2.511764 -0.184093 -0.725334
C: 1.462889 -2.444020 -0.714927
C: -4.731693 0.137820 -1.671147
C: -1.965593 0.312230 -1.895166
C: -3.904598 -0.256873 -0.634893
C: 1.908179 2.945161 1.574337
H: 3.419263 -5.189893 -0.453023
H: 1.483221 4.996174 1.169846
H: 0.607732 -2.045365 -1.232073
H: -4.793394 0.957998 -3.662468
H: -2.331853 1.106776 -3.827354
H: -0.881756 4.545460 1.271007
H: -4.324590 -0.603016 0.301669
H: -5.807193 0.075929 -1.557641
H: 1.417264 -4.335015 -1.696459
H: -1.115061 -3.071868 0.901892
H: 1.578270 4.624848 2.889067
H: -0.716829 3.867675 2.889050
H: 4.513484 -3.643645 1.228599

Atoms 1-3, force components in eV/Å:
As 0.0 -0.4 -0.3
Co 0.5 0.1 0.0
S 0.2 0.0 0.0

Output
E_HOMO (alpha / beta) = -0.113 / -0.110 hartree
Lowest unoccupied orbital energy (alpha / beta) = 0.177 / 0.177 Ha
Charge = -2
ΔE to the lowest compared entry with this formula, charge and spin = 12.17 kcal/mol
Frontier orbital gap (alpha / beta) = 7.87 / 7.79 eV
Multiplicity = 2
Strongest force on any atom = 0.532 eV Å⁻¹
⟨S²⟩ = 0.77
Energy = -5496.36848 a.u.